Entry 1:
Density functional theory data (ωB97M-V with the def2-TZVPD basis set) for the molecule C4H9NO2 at a distorted geometry.

Its net charge is 0. Its SMILES is O=CCCNCO. As for the multiplicity: 1. The energy above the lowest of the compared OMol25 structures with the same formula, charge and spin comes out at 2.1021 eV. The calculation puts the HOMO energy at -9.45 eV. For the largest force on an atom, the calculation gives 0.0265 Eh/bohr. Its orbital gap is 0.37941 hartree.

Structure (XYZ):
```
16
C4H9NO2 | the Open Molecules 2025 dataset | ωB97M-V with the def2-TZVPD basis set
C 0.0769 1.3386 -0.5328
C -1.1172 0.5933 -1.0863
C -0.9111 -0.7846 -1.6484
O 0.1190 -1.3815 -1.7550
N 0.2430 1.0524 0.9138
C 0.7061 -0.2985 1.1889
O 0.7223 -0.5251 2.6050
H -0.1609 2.3982 -0.5452
H 1.0158 1.1575 -1.0650
H -1.9349 0.5566 -0.3605
H -1.5666 1.1213 -1.9264
H -1.8893 -1.2531 -1.9273
H 0.9591 1.7143 1.2086
H 1.7003 -0.4544 0.7667
H -0.0362 -1.0180 0.8701
H 0.8554 0.3289 3.0290
```

***

Entry 2:
Density functional theory data (ωB97M-V with the def2-TZVPD basis set) for a cluster of 2 separate species, C11H29BrN4O3P in total at a distorted geometry.

Its net charge is +1. As for the multiplicity: 1. The calculation puts the HOMO energy at -10.78 eV. For the largest force on an atom, the calculation gives 0.0474 Eh/bohr. Its orbital gap is 0.26436 hartree.

Structure (XYZ):
```
49
C11H29BrN4O3P | the Open Molecules 2025 dataset | ωB97M-V with the def2-TZVPD basis set
C -0.0524 5.0381 1.1486
N 1.2492 5.5549 0.7330
C 1.6846 5.2017 -0.5514
N 2.3966 3.8080 -0.6765
N 2.3886 3.0949 0.5611
C 3.1690 2.0709 0.6594
C 2.6181 0.8341 1.2894
C 4.6197 2.0452 0.2730
P 1.6266 2.9116 -2.1284
O 2.7457 1.7793 -2.3637
Br -0.0629 1.9253 -1.1540
H -0.8186 5.3066 0.4241
H -0.0506 3.9495 1.2642
H -0.2950 5.4595 2.1207
H 1.9544 5.4252 1.4449
H 0.8076 5.1654 -1.2001
H 2.3465 5.9601 -0.9665
H 3.3568 3.9925 -0.9970
H 3.3291 0.4286 2.0119
H 2.4894 0.1015 0.4907
H 1.6910 1.0469 1.8148
H 4.8754 2.6011 -0.6277
H 5.1890 2.4308 1.1209
H 4.9475 1.0164 0.1327
H 2.3857 0.8780 -2.3003
C -3.9174 -5.4415 0.6961
O -4.0528 -4.5065 -0.3575
C -4.4702 -3.2119 0.0509
C -3.3551 -2.2046 -0.1288
N -2.2794 -2.4289 0.8298
C -1.0684 -1.6662 0.5734
C -0.3107 -1.9258 -0.7268
O 0.3013 -3.1914 -0.8078
C -0.5344 -4.2519 -1.2483
H -3.7599 -6.4186 0.2439
H -3.0594 -5.2158 1.3396
H -4.8210 -5.4812 1.3105
H -4.8317 -3.2178 1.0830
H -5.3028 -2.9223 -0.5957
H -3.7549 -1.1960 0.0177
H -3.0083 -2.2812 -1.1687
H -2.0460 -3.4136 0.8321
H -0.3794 -1.8740 1.3971
H -1.3142 -0.5977 0.6271
H 0.5137 -1.2022 -0.7642
H -0.9279 -1.7360 -1.6150
H -1.2856 -3.9061 -1.9625
H -1.0292 -4.7490 -0.4109
H 0.1029 -4.9861 -1.7387
```